[1]
This record from the Open Molecules 2025 dataset describes a molecular structure, C19H20CsF3N6O10. The level of theory is ωB97M-V with the def2-TZVPD basis set.

Values from the calculation:
**Orbital gap**: 6.29 eV
**LUMO**: 3.8448 eV
**Energy above the lowest of the compared OMol25 structures with the same formula, charge and spin**: 44.0 kcal/mol
**Largest force on an atom**: 1.30 eV/A
**Electronic energy**: -2136.731867 hartree

ORCA input file:
```
! RIJCOSX wB97M-V def2-TZVPD def2/J DEFGRID3
* xyz -2 1
Cs -1.361 0.608 0.391
O -3.934 0.450 -0.285
C -3.680 -0.756 -0.495
O -3.371 -1.604 0.358
C -3.632 -1.165 -1.967
C -4.600 -1.958 -2.494
C -4.590 -2.292 -3.866
C -3.609 -1.817 -4.714
C -2.615 -1.003 -4.186
C -2.505 -0.671 -2.786
O -1.561 -0.064 -2.259
N -1.630 -0.516 -5.137
O -1.588 -1.048 -6.251
O -0.945 0.458 -4.860
N -5.628 -3.128 -4.402
O -5.634 -3.380 -5.608
O -6.526 -3.509 -3.651
H -5.394 -2.338 -1.869
H -3.606 -2.065 -5.762
N 1.755 -1.082 2.950
C 1.035 -1.882 1.956
C 1.896 -2.071 0.712
N 1.127 -2.602 -0.392
H 1.097 -0.812 3.674
H 1.958 -0.187 2.510
H 0.094 -1.426 1.620
H 0.758 -2.839 2.414
H 2.810 -2.638 0.964
H 2.235 -1.077 0.398
H 0.915 -3.585 -0.294
H 1.586 -2.444 -1.280
C 4.512 0.923 -0.449
C 3.404 0.725 -1.468
O 3.255 -0.331 -2.064
N 2.632 1.818 -1.700
C 1.323 1.661 -2.353
C 0.586 2.964 -2.182
C 1.052 4.125 -2.800
C 0.393 5.317 -2.567
C -0.709 5.313 -1.725
C -1.099 4.108 -1.163
N -0.475 2.961 -1.388
H 5.060 -0.011 -0.361
H 4.087 1.195 0.517
H 5.192 1.721 -0.747
H 2.712 2.583 -1.047
H 0.813 0.839 -1.853
H 1.432 1.399 -3.406
H 1.915 4.067 -3.450
H 0.730 6.235 -3.034
H -1.256 6.219 -1.501
H -1.959 4.058 -0.504
F -0.080 4.345 4.036
C -0.729 3.690 3.031
F -1.773 3.056 3.611
F -1.263 4.663 2.246
C 0.245 2.737 2.232
O 1.055 3.323 1.516
O 0.051 1.528 2.408
*
```


[2]
This record from the Open Molecules 2025 dataset describes 2 unconnected molecules or ions with the total composition C4H7NO. The level of theory is ωB97M-V with the def2-TZVPD basis set.

Values from the calculation:
**Orbital gap**: 9.10 eV
**LUMO**: 0.7502 eV
**Energy above the lowest of the compared OMol25 structures with the same formula, charge and spin**: 104.4 kcal/mol
**Largest force on an atom**: 1.21 eV/A
**Electronic energy**: -286.465263 hartree

ORCA input file:
```
! RIJCOSX wB97M-V def2-TZVPD def2/J DEFGRID3
* xyz 0 1
C -0.434 1.523 -1.245
C -0.834 0.721 -0.279
N -1.353 -0.185 0.372
C -0.451 -1.183 0.935
C 0.937 -0.546 0.922
O 1.024 0.657 0.817
H -0.924 1.336 -2.189
H 0.778 -0.215 -1.509
H 0.276 2.332 -1.139
H -0.737 -1.347 1.986
H -0.496 -2.164 0.444
H 1.053 -0.851 -1.213
H 1.856 -1.132 1.034
*
```


[3]
This record from the Open Molecules 2025 dataset describes a molecular structure, C5H8N2O. The level of theory is ωB97M-V with the def2-TZVPD basis set.

Values from the calculation:
**Orbital gap**: 9.50 eV
**LUMO**: 0.3598 eV
**Energy above the lowest of the compared OMol25 structures with the same formula, charge and spin**: 145.0 kcal/mol
**Largest force on an atom**: 6.12 eV/A
**Electronic energy**: -379.857031 hartree

ORCA input file:
```
! RIJCOSX wB97M-V def2-TZVPD def2/J DEFGRID3
* xyz 0 1
C -1.859 0.334 0.541
C -0.847 -0.034 -0.461
C -0.311 -1.494 -0.331
C 0.952 -1.343 -0.151
C 1.447 -0.045 -0.082
H -2.344 1.307 0.434
H -2.641 -0.512 0.427
H -1.581 -0.013 1.571
H -0.894 0.266 -1.596
H -0.694 -2.445 -0.295
H 1.519 -2.193 0.093
H 3.258 1.138 0.850
H 0.761 2.017 -1.150
N 2.672 0.106 0.310
N 0.206 0.775 0.186
O 0.356 2.135 -0.346
*
```


[4]
This record from the Open Molecules 2025 dataset describes C3H4OSi in the gas phase. The level of theory is ωB97M-V with the def2-TZVPD basis set.

Values from the calculation:
**Orbital gap (spin up / spin down)**: 8.57 / 8.57 eV
**LUMO (spin up / spin down)**: -1.5051 / -1.5058 eV
**Energy above the lowest of the compared OMol25 structures with the same formula, charge and spin**: 76.3 kcal/mol
**Largest force on an atom**: 9.82 eV/A
**Electronic energy**: -481.251238 hartree

ORCA input file:
```
! RIJCOSX wB97M-V def2-TZVPD def2/J DEFGRID3
* xyz 0 1
C -1.642 -0.331 -2.342
C -0.607 0.177 -1.880
C 0.144 0.831 -0.946
O 0.077 2.293 -0.825
Si 0.782 0.085 0.625
H -2.224 -0.951 -2.881
H 0.240 0.815 1.688
H 0.237 -1.286 0.534
H 2.366 0.123 0.593
*
```


[5]
This record from the Open Molecules 2025 dataset describes a molecular structure, C29H53FN6O4SSi2. The level of theory is ωB97M-V with the def2-TZVPD basis set.

Values from the calculation:
**Orbital gap**: 9.30 eV
**LUMO**: 0.1829 eV
**Largest force on an atom**: 10.34 eV/A
**Electronic energy**: -2842.896170 hartree

ORCA input file:
```
! RIJCOSX wB97M-V def2-TZVPD def2/J DEFGRID3
* xyz 0 1
C 4.898 -1.250 2.848
C 4.545 -1.878 1.616
C 4.315 -2.405 0.045
Si 2.711 -1.540 -0.690
F 2.131 -0.457 0.580
C 1.496 -3.005 -1.103
C 0.158 -3.052 -0.157
C -0.205 -4.632 0.251
C -1.200 -5.365 -0.839
O -1.608 -6.726 -0.357
O 3.090 -0.766 -2.220
Si 3.096 0.986 -2.108
S 3.477 1.705 -4.155
C 1.433 1.781 -1.553
C 0.096 1.174 -2.323
C -1.143 2.226 -1.926
C -2.635 1.616 -2.226
C -3.474 1.210 -0.856
O -3.326 2.176 0.245
C -2.628 1.591 1.402
C -1.599 2.647 2.168
O 4.367 1.671 -1.107
C 5.617 0.898 -1.176
C 6.831 1.926 -0.662
C 7.528 2.769 -1.885
H 5.364 -0.492 3.644
H 5.267 -2.154 -0.625
H 4.189 -3.581 0.097
H 2.074 -4.028 -0.949
H 1.249 -2.941 -2.268
H 0.298 -2.471 0.850
H -0.737 -2.617 -0.795
H -0.810 -4.601 1.275
H 0.790 -5.276 0.351
H -0.586 -5.562 -1.825
H -2.161 -4.726 -1.053
H -1.686 -6.716 0.649
H 4.680 1.119 -4.642
H 1.255 1.799 -0.390
H 1.484 2.928 -1.883
H -0.151 0.065 -2.037
H 0.314 1.204 -3.497
H -0.947 3.200 -2.566
H -0.950 2.501 -0.786
H -3.262 2.503 -2.721
H -2.602 0.766 -3.033
H -3.200 0.104 -0.582
H -4.629 1.210 -1.143
H -1.994 0.635 1.162
H -3.443 1.293 2.200
H -2.125 3.676 2.410
H -1.275 2.202 3.222
H -0.600 2.801 1.532
H 5.854 0.433 -2.226
H 5.544 0.073 -0.317
H 6.299 2.696 0.079
H 7.646 1.367 -0.021
H 6.659 3.192 -2.556
H 8.070 3.710 -1.391
H 8.299 2.139 -2.530
C -3.026 1.618 6.210
C -2.175 2.802 5.780
N -1.469 3.785 5.424
H -4.051 1.747 5.853
H -2.617 0.694 5.791
H -3.035 1.542 7.300
C 6.290 -1.581 -5.605
C 7.097 -0.763 -4.611
N 7.767 -0.084 -3.787
H 6.539 -1.279 -6.626
H 6.515 -2.644 -5.483
H 5.221 -1.423 -5.438
C 3.590 4.144 0.695
C 4.397 4.962 1.689
N 5.067 5.641 2.513
H 3.839 4.446 -0.326
H 3.815 3.081 0.817
H 2.521 4.302 0.862
C -7.735 -1.103 -0.385
C -6.284 -1.122 0.066
N -5.079 -1.138 0.439
H -7.884 -0.315 -1.129
H -8.000 -2.066 -0.829
H -8.389 -0.913 0.471
C -5.111 -1.550 8.646
C -4.759 -0.071 8.671
N -4.468 1.155 8.692
H -4.364 -2.101 8.069
H -5.135 -1.944 9.666
H -6.093 -1.691 8.187
C -9.626 -1.079 -4.032
C -8.372 -1.750 -3.495
N -7.332 -2.307 -3.050
H -9.373 -0.445 -4.886
H -10.347 -1.837 -4.352
H -10.081 -0.462 -3.253
*
```


[6]
This record from the Open Molecules 2025 dataset describes 2 unconnected molecules or ions with the total composition C4H13NO. The level of theory is ωB97M-V with the def2-TZVPD basis set.

Values from the calculation:
**Orbital gap (spin up / spin down)**: 10.45 / 4.97 eV
**LUMO (spin up / spin down)**: -3.3640 / -8.8380 eV
**Energy above the lowest of the compared OMol25 structures with the same formula, charge and spin**: 69.9 kcal/mol
**Largest force on an atom**: 7.70 eV/A
**Electronic energy**: -289.770715 hartree

ORCA input file:
```
! RIJCOSX wB97M-V def2-TZVPD def2/J DEFGRID3
* xyz 1 2
C -0.123 0.260 1.122
N -0.246 1.280 0.097
C 1.456 0.951 -1.576
C -0.079 0.576 -1.234
C -0.986 1.042 -2.437
H -1.107 0.048 1.654
H 0.410 0.895 1.868
H 0.386 -0.688 1.056
H -1.245 1.587 0.211
H 1.592 0.482 -2.600
H 2.124 0.454 -0.747
H 1.385 1.969 -1.488
H -0.168 -0.565 -1.281
H -1.643 0.252 -2.736
H -0.371 1.236 -3.255
H -1.608 1.872 -2.033
H -0.039 -3.690 5.144
H 0.105 -3.627 3.719
O 0.157 -4.334 4.518
*
```


[7]
This record from the Open Molecules 2025 dataset describes a molecular structure, C24H36Ca2F3O17. The level of theory is ωB97M-V with the def2-TZVPD basis set.

Values from the calculation:
**Orbital gap**: 1.19 eV
**LUMO**: -12.3445 eV
**Largest force on an atom**: 6.45 eV/A
**Electronic energy**: -3868.588053 hartree

ORCA input file:
```
! RIJCOSX wB97M-V def2-TZVPD def2/J DEFGRID3
* xyz 3 1
Ca 14.620 -9.209 19.518
Ca 9.439 -9.417 24.748
C 9.977 -11.831 18.360
O 11.161 -12.103 17.533
O 10.615 -11.133 19.461
C 8.640 -11.443 17.618
F 8.864 -11.187 16.333
F 7.669 -12.334 17.766
F 8.078 -10.333 18.108
C 11.259 -13.522 17.095
C 11.548 -13.666 15.670
H 10.711 -13.553 14.981
H 12.229 -12.921 15.258
H 12.105 -14.592 15.531
H 10.542 -14.271 17.430
H 12.115 -13.837 17.693
H 9.755 -12.829 18.740
C 16.261 -8.331 9.303
C 16.505 -9.258 10.477
C 17.805 -9.763 10.794
O 17.958 -9.282 12.075
C 17.018 -8.620 12.629
O 16.837 -8.421 13.848
O 16.043 -8.606 11.747
H 16.972 -7.505 9.342
H 15.236 -7.965 9.359
H 16.287 -9.004 8.446
H 15.887 -10.147 10.349
H 18.686 -9.406 10.260
H 17.807 -10.836 10.603
C 8.202 -1.485 17.484
C 8.225 -2.917 17.017
C 8.384 -3.001 15.420
O 9.389 -4.043 15.339
C 9.967 -4.312 16.521
O 10.885 -5.103 16.738
O 9.451 -3.400 17.421
H 7.367 -1.030 16.952
H 9.171 -1.002 17.354
H 8.089 -1.682 18.550
H 7.456 -3.547 17.465
H 8.828 -2.054 15.113
H 7.450 -3.233 14.908
C -0.088 -10.348 15.477
C 0.069 -11.143 16.842
C 0.195 -10.317 18.187
O -1.121 -10.003 18.430
C -1.863 -10.958 17.902
O -3.016 -11.236 18.299
O -1.230 -11.668 16.948
H -0.827 -9.562 15.319
H -0.185 -10.950 14.574
H 0.918 -9.930 15.448
H 0.915 -11.825 16.753
H 0.942 -9.526 18.124
H 0.603 -10.910 19.006
C 8.683 -8.995 9.622
C 9.461 -10.414 9.737
C 8.788 -11.715 9.459
O 9.860 -12.432 8.845
C 10.764 -11.604 8.342
O 11.780 -11.863 7.629
O 10.365 -10.355 8.653
H 7.781 -8.978 10.233
H 8.339 -8.838 8.600
H 9.463 -8.315 9.966
H 9.861 -10.319 10.747
H 7.917 -11.287 8.963
H 8.485 -12.122 10.424
C 21.884 -15.383 15.751
C 21.259 -15.145 17.126
C 21.871 -13.852 17.768
O 20.717 -13.104 18.176
C 19.629 -13.613 17.652
O 18.548 -13.149 17.890
O 19.936 -14.673 16.911
H 22.831 -15.899 15.910
H 22.308 -14.448 15.383
H 21.535 -16.199 15.120
H 21.580 -15.906 17.838
H 22.556 -13.368 17.073
H 22.491 -14.221 18.584
*
```


[8]
This record from the Open Molecules 2025 dataset describes 14 unconnected molecules or ions with the total composition C6H37NO14. The level of theory is ωB97M-V with the def2-TZVPD basis set.

Values from the calculation:
**Orbital gap**: 9.86 eV
**LUMO**: -0.0749 eV
**Energy above the lowest of the compared OMol25 structures with the same formula, charge and spin**: 24.8 kcal/mol
**Largest force on an atom**: 1.76 eV/A
**Electronic energy**: -1358.942823 hartree

ORCA input file:
```
! RIJCOSX wB97M-V def2-TZVPD def2/J DEFGRID3
* xyz 0 1
C -1.206 -3.207 -2.264
N -1.776 -2.644 -1.034
C -1.653 -1.179 -0.933
C -2.536 -0.618 0.195
C -1.883 -0.594 1.548
C -2.327 0.151 2.546
C -2.056 -0.528 -2.237
O -1.284 0.076 -2.955
H -1.685 -2.845 -3.182
H -0.139 -2.997 -2.293
H -1.354 -4.286 -2.230
H -2.727 -2.952 -0.848
H -0.590 -0.968 -0.739
H -2.870 0.394 -0.064
H -3.449 -1.229 0.254
H -1.017 -1.233 1.679
H -3.153 0.842 2.447
H -1.912 0.091 3.549
H -3.108 -0.610 -2.536
H 3.276 1.188 0.715
H 3.423 2.347 -0.281
O 3.623 2.102 0.654
H -0.225 -4.576 0.951
H -0.967 -3.373 0.290
O -0.526 -3.677 1.133
H -4.572 3.929 0.412
H -3.317 3.608 -0.448
O -4.063 3.200 0.048
H 1.839 3.060 -1.323
H 2.229 1.893 -2.273
O 2.585 2.666 -1.811
H 2.007 -1.322 3.673
H 3.362 -0.632 3.792
O 2.542 -0.822 4.293
H 0.807 3.789 0.572
H 0.288 2.344 0.280
O 0.324 3.234 -0.085
H 2.265 -0.956 -2.310
H 3.684 -1.553 -2.143
O 2.785 -1.634 -1.805
H 0.374 0.180 -2.902
H 1.400 0.277 -4.073
O 1.354 0.246 -3.112
H 2.145 -1.133 1.087
H 2.723 -0.923 -0.309
O 2.565 -0.425 0.556
H -1.155 3.884 -0.887
H -1.983 3.647 -2.139
O -1.967 4.190 -1.342
H -2.403 -3.689 1.595
H -3.807 -3.758 2.194
O -3.343 -3.745 1.351
H 3.954 -0.361 1.695
H 4.694 0.754 2.465
O 4.524 -0.194 2.486
H 1.677 3.450 2.705
H 2.639 3.250 1.503
O 1.968 3.872 1.890
*
```


[9]
This record from the Open Molecules 2025 dataset describes a molecular structure, C38H31BrClNO3PTe4Ti. The level of theory is ωB97M-V with the def2-TZVPD basis set.

Values from the calculation:
**Orbital gap (spin up / spin down)**: 6.34 / 5.93 eV
**LUMO (spin up / spin down)**: -0.7521 / -1.4005 eV
**Energy above the lowest of the compared OMol25 structures with the same formula, charge and spin**: 20.2 kcal/mol
**Largest force on an atom**: 0.64 eV/A
**Electronic energy**: -7044.378069 hartree

ORCA input file:
```
! RIJCOSX wB97M-V def2-TZVPD def2/J DEFGRID3
* xyz 0 2
Ti -0.401 -0.308 0.315
C 1.450 2.150 -4.543
C 1.400 1.607 -3.144
C 2.342 1.968 -2.174
C 2.277 1.471 -0.886
C 1.261 0.570 -0.583
Br 0.227 1.139 2.320
N 0.397 0.238 -1.520
C 0.407 0.725 -2.761
H 1.944 3.120 -4.570
H 0.447 2.264 -4.954
H 2.005 1.475 -5.199
H 3.120 2.677 -2.438
H 2.989 1.783 -0.132
H -0.380 0.405 -3.433
Cl -0.097 -2.932 -3.095
C 1.587 -2.572 -2.874
C 2.389 -2.517 -4.002
C 3.749 -2.285 -3.867
C 4.300 -2.129 -2.605
C 3.490 -2.199 -1.483
C 2.115 -2.405 -1.592
P 1.022 -2.452 -0.117
C 0.234 -4.077 -0.332
C 1.000 -5.178 -0.723
C 0.397 -6.407 -0.930
C -0.975 -6.545 -0.758
C -1.742 -5.449 -0.398
C -1.142 -4.215 -0.193
C 2.196 -2.623 1.273
C 2.819 -1.472 1.755
C 3.668 -1.537 2.848
C 3.900 -2.752 3.478
C 3.281 -3.900 3.007
C 2.435 -3.838 1.909
H 1.942 -2.669 -4.975
H 4.375 -2.242 -4.749
H 5.363 -1.963 -2.490
H 3.932 -2.084 -0.502
H 2.068 -5.070 -0.875
H 0.998 -7.258 -1.226
H -1.446 -7.508 -0.909
H -2.812 -5.551 -0.271
H -1.753 -3.353 0.048
H 2.618 -0.514 1.292
H 4.132 -0.633 3.218
H 4.553 -2.801 4.340
H 3.450 -4.848 3.501
H 1.943 -4.738 1.567
O -1.634 1.378 0.027
C -2.820 1.275 -0.788
C -2.625 -0.113 -1.459
O -3.094 -0.407 -2.532
O -1.953 -0.905 -0.675
C -2.878 2.502 -1.684
C -2.865 2.450 -3.072
C -2.888 3.628 -3.811
C -2.920 4.859 -3.178
C -2.945 4.915 -1.791
C -2.934 3.744 -1.054
C -4.062 1.162 0.089
C -3.989 1.235 1.473
C -5.149 1.143 2.233
C -6.377 0.968 1.616
C -6.446 0.882 0.231
C -5.295 0.980 -0.531
H -1.560 2.189 0.547
H -2.849 1.493 -3.570
H -2.883 3.575 -4.892
H -2.936 5.772 -3.759
H -2.985 5.870 -1.283
H -2.998 3.807 0.029
H -3.035 1.320 1.979
H -5.082 1.192 3.312
H -7.277 0.891 2.212
H -7.401 0.735 -0.257
H -5.347 0.909 -1.611
Te -2.524 -4.788 3.274
Te -0.216 -6.186 3.370
Te -2.558 -7.546 3.159
Te -1.182 -1.821 2.433
*
```